Molecular formula: C4H6N2O3
Method: DFT, ωB97M-V with the def2-TZVPD basis set

Results
E = -491.1522 Eh
orbital gap = 0.2946 Eh
LUMO = -0.45 eV
M = 130.10 Da
relative energy (zero: lowest compared OMol25 entry of this formula, charge and spin) = 4.046 eV

Positions of all 15 atoms, in Å:
C: 0.791 -0.540 0.668
O: -1.350 -0.455 -1.521
H: 1.622 -0.070 -1.528
O: 1.965 -0.545 0.364
H: -1.099 -1.489 1.132
H: -1.578 2.063 -0.980
C: -0.221 -0.207 -1.177
C: -0.032 -1.687 1.199
C: -0.310 1.260 0.342
H: 0.209 -2.581 0.624
H: -0.352 3.121 -0.399
N: -0.904 2.285 -0.256
H: 0.250 -1.830 2.245
O: 0.797 -0.131 -2.052
N: 0.211 0.805 1.339